40
Properties=species:S:1:pos:R:3 method="wB97M-V/def2-TZVPD" e_above_lowest_kcal_mol=20.3 spin_multiplicity=1 e_homo_ev=-8.469 homo_lumo_gap_ev=8.52 smiles="COc1cccc(C(=O)Nc2nnc(SCC(=O)NC3CC3)s2)c1" mol_weight_g_mol=364.5
C -2.566 2.414 -2.211
S 0.084 0.837 2.065
C 1.509 0.050 2.742
C -3.049 2.881 -3.433
H 3.471 -1.330 5.491
C -0.298 2.729 -2.957
C 3.235 -1.170 4.438
H -2.478 3.643 -5.368
C -0.780 3.202 -4.162
N 0.474 1.256 -0.598
O 4.423 -2.966 3.433
H -3.264 2.117 -1.445
C -4.953 3.392 -4.765
O -4.397 2.914 -3.562
C 0.960 -4.504 1.711
C -0.778 1.822 -0.648
C -1.202 2.324 -1.974
H -0.087 3.524 -4.925
C 3.336 -2.504 3.697
H 3.965 -0.484 4.009
C 0.987 0.762 0.566
H -4.659 2.771 -5.618
O -1.468 1.876 0.350
C -2.141 3.273 -4.413
N 2.446 -0.190 1.888
H 1.156 -6.334 2.971
H 0.237 -4.990 3.756
S 1.609 -0.363 4.421
H -6.032 3.332 -4.633
H -4.669 4.432 -4.954
N 2.166 -3.107 3.429
H 0.767 2.715 -2.781
H 0.250 -3.698 1.600
H 3.057 -4.712 2.471
H 1.302 -2.649 3.683
C 0.953 -5.275 3.000
H 1.046 1.154 -1.424
C 2.072 -4.328 2.699
N 2.151 0.214 0.659
H 1.168 -5.028 0.792



20
Properties=species:S:1:pos:R:3 method="wB97M-V/def2-TZVPD" e_above_lowest_kcal_mol=23.9 spin_multiplicity=1 e_homo_ev=-9.747 homo_lumo_gap_ev=10.31 smiles="C[C@@]1(F)NC(=O)c2ccccc21" mol_weight_g_mol=165.2
H 1.727 1.215 1.588
H -3.239 0.514 -0.889
H 0.982 1.984 0.424
C -1.314 -2.147 -0.153
C 0.011 -0.099 -0.533
C 1.237 -2.085 -0.129
H -3.428 -1.835 -0.394
C 1.813 1.377 0.604
F 2.024 0.723 -1.562
C -2.344 -0.045 -0.687
N 2.117 -1.080 -0.103
C -2.419 -1.396 -0.386
O 1.550 -3.234 -0.029
H 2.751 1.825 0.287
H -1.232 1.576 -1.250
H 3.197 -1.200 -0.083
C -0.133 -1.492 -0.333
C -1.132 0.625 -0.719
H -1.438 -3.158 0.032
C 1.552 0.194 -0.353



50
Properties=species:S:1:pos:R:3 method="wB97M-V/def2-TZVPD" e_above_lowest_kcal_mol=9.2 spin_multiplicity=1 e_homo_ev=-7.945 homo_lumo_gap_ev=8.36 smiles="COCCn1c(SCC(=O)NC2CCCCC2)nc2c(c1=O)SCC2" mol_weight_g_mol=383.5
C -3.717 2.651 3.382
O 3.834 -1.107 -3.618
S 2.091 1.306 -0.537
C -3.115 1.471 4.140
C -1.669 1.244 3.709
H 2.904 1.741 1.622
N 1.305 -0.416 -2.413
S -0.566 -3.990 -2.255
H 0.331 -5.117 -0.338
O 0.577 -1.707 -4.153
H -1.608 3.063 1.655
C -0.292 -3.140 0.334
H -2.166 0.084 1.963
H -1.244 0.390 4.241
H -4.249 1.527 1.625
C 0.205 -2.459 -1.934
C 3.636 -1.586 -4.933
H -0.035 -0.089 1.223
N 0.867 -0.997 -0.181
C -1.599 0.992 2.201
H -3.703 0.572 3.939
H 1.500 0.258 -4.334
C 3.472 0.228 -3.410
H 2.264 0.068 1.493
H -2.158 1.982 0.367
C 0.312 -2.146 -0.611
C 1.354 -0.189 -1.079
C -0.503 -4.426 -0.462
N -0.229 0.742 1.774
C 2.081 1.118 1.274
H -3.150 1.661 5.214
H -4.754 2.801 3.688
H -3.158 3.556 3.624
C 0.777 1.621 1.899
H 4.091 -0.910 -5.666
H -1.244 -2.743 0.700
H 3.891 0.877 -4.193
C -3.648 2.404 1.878
H -1.430 -4.936 -0.211
H 3.917 0.500 -2.449
H 0.354 -3.307 1.196
H 2.574 -1.715 -5.164
C -2.205 2.176 1.442
H -1.070 2.124 3.941
O 0.717 2.700 2.449
H 4.130 -2.554 -4.976
H -4.061 3.259 1.340
C 1.949 0.472 -3.360
C 0.679 -1.566 -2.953
H 1.758 1.510 -3.083



63
Properties=species:S:1:pos:R:3 method="wB97M-V/def2-TZVPD" charge=-1 spin_multiplicity=1 e_homo_ev=-7.892 homo_lumo_gap_ev=7.11 mol_weight_g_mol=1155.4
P 24.295 4.577 7.597
F 25.479 3.898 8.399
F 23.064 5.243 6.714
H 24.920 11.597 7.028
F 17.120 7.707 12.520
P 15.970 2.639 11.137
F 23.407 4.737 8.933
C 24.232 11.773 7.867
F 19.075 4.735 6.124
F 14.731 1.724 11.531
F 19.716 6.848 6.941
H 24.523 9.359 8.332
F 21.071 3.973 12.703
F 20.524 3.843 10.478
F 21.107 1.582 10.499
H 23.666 9.217 6.788
C 22.008 9.780 10.512
F 12.907 6.821 8.112
H 22.100 9.645 11.588
F 24.899 6.056 7.814
O 23.148 10.882 7.869
K 21.522 3.820 4.950
F 16.961 1.392 10.816
F 14.104 4.298 6.483
F 20.430 4.947 7.876
H 21.525 8.926 8.101
O 22.604 8.632 9.898
F 17.235 3.654 10.878
F 15.126 4.027 11.474
F 23.599 3.122 7.305
F 15.516 2.706 9.601
K 18.803 1.748 8.690
F 18.925 6.204 9.011
F 14.052 4.933 8.719
F 12.122 4.736 7.527
F 18.722 8.738 11.254
H 20.944 9.862 10.272
P 18.733 7.860 12.614
F 16.427 2.599 12.680
F 19.569 2.408 11.963
H 24.775 11.745 8.818
F 25.120 4.432 6.211
F 21.624 1.745 12.722
F 18.238 4.261 8.199
P 18.971 5.563 7.556
F 17.582 6.251 7.119
F 18.648 9.137 13.552
F 22.573 3.190 11.182
P 21.083 2.780 11.616
F 14.922 6.304 7.092
H 22.513 10.704 10.229
H 23.841 12.784 7.724
F 20.371 7.927 12.628
C 23.556 9.514 7.841
K 16.337 4.888 4.893
H 22.631 7.616 8.145
P 13.479 5.550 7.348
F 18.742 6.913 13.899
F 18.848 6.490 11.694
K 16.468 5.935 10.078
C 22.520 8.653 8.486
F 12.969 6.160 5.935
K 21.320 6.346 10.569



67
Properties=species:S:1:pos:R:3 method="wB97M-V/def2-TZVPD" e_above_lowest_kcal_mol=63.3 charge=+2 spin_multiplicity=1 e_homo_ev="-12.899 / -13.070" homo_lumo_gap_ev="5.56 / 5.69" mol_weight_g_mol=697.4
H -3.551 -3.686 -3.999
C 0.005 3.657 -4.555
C -3.104 -0.380 1.007
H 1.739 1.183 -3.035
C -2.100 -1.411 -1.978
H -1.855 2.875 -1.855
H -0.347 4.085 -0.480
H 5.245 0.601 3.634
H -1.105 -2.131 3.014
H 1.412 -3.422 -0.235
C 2.857 1.332 1.336
H 1.707 5.658 0.363
H -1.380 2.367 3.113
C 0.101 -2.663 1.304
C 4.524 0.446 2.841
C -1.557 -2.252 -1.032
C 1.589 -4.529 1.592
C -1.861 1.617 2.499
C 1.139 -4.666 2.902
H -3.815 2.445 2.739
C -3.223 1.649 2.304
H -1.276 -4.298 -0.419
C 4.318 -0.827 2.312
C -1.094 0.596 1.927
H 3.960 2.494 2.779
H -0.179 -3.927 4.429
H -1.874 0.464 -2.726
N 0.913 2.464 0.238
C -2.430 -4.147 -2.225
H 2.340 -5.204 1.202
C -3.850 0.633 1.573
C 3.801 1.510 2.347
N 2.531 3.735 0.927
Rh -0.191 0.862 -0.558
C 1.077 -3.527 0.791
O 1.812 -0.145 -0.216
P -0.599 -1.444 0.229
C 0.583 3.796 -0.025
H 4.875 -1.671 2.701
C 0.174 -3.807 3.413
H -0.040 0.508 2.176
C -2.987 -3.288 -3.165
H -2.552 -5.219 -2.325
H 3.428 4.015 1.287
H 0.024 4.325 -5.408
C 2.105 2.463 0.822
H -3.264 -1.239 -3.770
H -2.685 0.416 -1.305
H 1.541 -5.452 3.528
N -0.050 1.962 -2.371
N -1.889 0.024 -1.812
H -4.927 0.635 1.460
C 1.017 2.737 -4.344
H 3.241 -1.988 0.855
C 0.965 1.910 -3.240
C -1.711 -3.631 -1.153
C -1.710 -0.402 1.168
C 1.582 4.588 0.395
C -1.041 3.711 -3.647
C 3.402 -1.013 1.298
C -0.348 -2.797 2.620
H 1.844 2.657 -5.036
C -1.045 2.853 -2.570
H -3.598 -1.176 0.459
C 2.650 0.063 0.788
Br -2.438 4.918 -3.846
C -2.825 -1.912 -3.040



54
Properties=species:S:1:pos:R:3 method="wB97M-V/def2-TZVPD" charge=-2 spin_multiplicity=2 e_homo_ev="-0.021 / -0.390" homo_lumo_gap_ev="4.14 / 4.51" mol_weight_g_mol=980.2 s2=0.7576
O 2.851 -2.347 -0.242
O 0.217 -0.618 -4.105
H -1.896 4.451 -1.375
H 1.644 -4.726 -0.273
H -2.347 2.313 -2.485
C 2.718 -4.709 -0.463
O -0.363 0.304 -0.342
C -2.237 1.161 2.765
H -4.607 -1.846 2.381
C 1.354 4.719 -0.472
H 3.232 -4.798 0.494
C -3.343 -0.747 3.713
H 4.377 -1.198 -0.999
Te -2.256 -4.969 1.819
C 1.798 3.479 -0.908
Te 0.702 -4.123 3.392
C 3.310 -1.105 -0.722
C -2.494 0.339 3.851
H 3.558 0.900 0.014
H -3.494 -1.431 4.538
N -0.182 -1.210 -3.083
H -1.558 2.001 2.870
C 3.097 -3.406 -1.138
C -2.464 1.737 0.332
H 2.768 -0.821 -1.634
Se 0.609 -1.776 2.512
O -1.363 -1.010 -2.670
C -1.368 1.913 -2.219
H -4.163 -0.374 0.452
H 2.983 -5.552 -1.104
C -0.855 4.177 -1.244
H 2.084 0.099 0.570
H 2.835 3.202 -0.765
O 0.574 -1.959 -2.442
C 0.021 5.065 -0.641
H 1.277 1.621 -1.836
H 4.168 -3.411 -1.413
H -0.950 1.356 -3.057
C -2.825 0.911 1.529
Se -2.145 -3.466 -0.217
S -1.702 0.592 -0.935
H -0.337 6.024 -0.285
Hg -0.311 -2.049 0.323
C 0.922 2.591 -1.513
H -1.747 2.516 0.587
H -3.347 2.160 -0.156
C -3.957 -0.990 2.494
H 3.629 -0.368 1.274
C -3.695 -0.171 1.408
H 2.519 -3.261 -2.057
C 3.140 -0.052 0.353
H -2.005 0.533 4.798
C -0.422 2.926 -1.686
H 2.043 5.401 0.011



32
Properties=species:S:1:pos:R:3 method="wB97M-V/def2-TZVPD" e_above_lowest_kcal_mol=0.0 charge=-1 spin_multiplicity=1 e_homo_ev=-5.081 homo_lumo_gap_ev=8.23 mol_weight_g_mol=206.3
H 0.267 -0.781 3.225
H 1.383 0.784 1.017
H 0.263 2.497 0.670
C 1.072 -1.751 -1.207
H 1.457 3.159 -0.083
O 1.182 2.900 0.804
H -3.269 -0.533 -2.013
O -1.132 1.756 0.220
H 2.024 -1.709 -0.681
H 0.360 -1.271 -3.432
H 0.587 -2.684 -0.907
S 1.487 -1.840 -2.978
N 1.011 -0.095 1.390
H 0.147 0.974 3.036
H -1.974 2.731 -2.303
H -2.463 0.607 -2.642
O -3.074 -0.145 -2.874
H -1.312 1.839 -1.146
C -1.369 0.504 0.761
H 0.673 0.365 -1.175
H -0.491 -1.462 0.965
C 0.761 0.100 2.812
H 1.716 0.202 3.322
H 1.855 -3.011 1.622
H -2.247 0.014 0.293
C 0.189 -0.562 -0.869
H -0.732 -0.636 -1.450
O -1.462 1.919 -2.219
O 2.616 -2.449 1.793
H -1.606 0.591 1.833
H 2.264 -1.543 1.607
C -0.184 -0.469 0.609



39
Properties=species:S:1:pos:R:3 method="wB97M-V/def2-TZVPD" e_above_lowest_kcal_mol=28.3 spin_multiplicity=1 e_homo_ev=-7.562 homo_lumo_gap_ev=8.19 smiles=CCOc1ccc2[nH]c3c(NCCOC)ncnc3c2c1 mol_weight_g_mol=286.3
C -2.536 1.004 -5.896
H 1.627 -1.369 2.881
O 0.431 -0.623 4.978
N 2.067 -1.423 -0.237
H -2.504 0.542 -6.890
H -0.061 1.681 7.387
H 1.094 -0.351 -4.646
C 0.293 0.092 -0.846
H 1.458 1.289 6.567
H 3.111 -2.126 -1.843
C 0.503 -0.302 1.391
H -3.544 1.366 -5.700
C 0.176 0.232 -4.579
H -1.250 -0.059 6.056
C -1.308 1.104 2.201
C -0.563 0.597 1.150
O -2.252 0.062 -4.891
N -0.676 0.821 -0.201
H 0.269 1.134 -5.192
H -1.841 1.851 -5.879
C -0.985 0.714 3.487
C 1.051 -0.623 0.105
H -0.877 -0.919 -6.091
C 0.377 1.326 6.458
H -1.349 1.433 -0.630
H -1.574 1.108 4.299
C -1.020 -0.611 -5.047
C 0.070 -0.173 3.738
H 0.122 -0.762 6.934
N 1.647 -0.871 -2.507
C 0.632 -0.067 -2.199
C 0.819 -0.685 2.685
H -2.125 1.789 2.028
N 0.012 0.626 -3.199
H 0.138 2.028 5.663
H -0.910 0.983 -2.988
C 2.297 -1.488 -1.526
H -1.096 -1.503 -4.419
C -0.155 -0.068 6.135



22
Properties=species:S:1:pos:R:3 method="wB97M-V/def2-TZVPD" e_above_lowest_kcal_mol=123.8 spin_multiplicity=1 e_homo_ev=-8.705 homo_lumo_gap_ev=7.41 mol_weight_g_mol=133.3
Si 4.091 -0.406 0.523
H -2.069 1.012 -0.821
H 0.275 2.474 1.316
H -1.451 -2.791 0.699
C -0.091 0.788 -0.061
H -1.284 2.525 -1.042
Si -1.589 -1.349 0.879
N -0.360 -0.679 -0.097
H -0.115 -1.462 -2.234
H -0.753 0.985 -1.967
H 0.643 -2.531 -0.794
H 0.982 0.896 -0.242
H -1.243 1.648 1.622
C -1.086 1.491 -1.060
H 1.395 -1.071 -1.224
C 0.381 -1.442 -1.102
H 4.249 -0.383 -1.011
H -3.047 -1.185 0.580
H 0.211 0.926 2.109
H 2.541 -0.045 0.378
H -1.477 -0.899 2.259
C -0.204 1.499 1.291



94
Properties=species:S:1:pos:R:3 method="wB97M-V/def2-TZVPD" e_above_lowest_kcal_mol=0.0 charge=-1 spin_multiplicity=1 e_homo_ev=-7.779 homo_lumo_gap_ev=9.97 mol_weight_g_mol=613.4
O -2.048 -42.065 -11.494
H -1.407 -41.576 -12.027
C -0.970 -37.874 -13.216
H -0.433 -44.186 -13.431
H -0.387 -42.105 -14.825
C -3.265 -41.097 -14.877
H 1.093 -43.025 -15.144
O 1.942 -36.723 -14.510
O -4.452 -36.861 -17.829
H 4.903 -34.019 -13.147
H -3.800 -37.566 -11.947
O 4.140 -32.022 -15.722
H -4.640 -39.727 -13.887
H -2.473 -40.347 -14.980
H 5.545 -35.674 -16.274
H 4.625 -31.730 -16.502
B 0.658 -37.391 -14.766
H -4.804 -36.632 -8.142
H -0.619 -36.206 -18.322
C 5.103 -32.728 -14.926
C 1.440 -36.699 -16.780
C 3.271 -40.444 -10.228
O -0.396 -40.250 -13.111
H 2.915 -39.355 -12.089
O 3.770 -42.233 -15.429
H -2.710 -42.679 -15.827
H -4.145 -38.515 -9.738
H -6.081 -37.258 -9.154
H -4.600 -37.800 -17.970
H 0.056 -32.503 -12.896
H -3.156 -41.702 -13.975
H 2.109 -40.978 -11.905
C 3.162 -40.959 -15.219
H -2.360 -45.122 -14.567
C -4.681 -36.534 -16.441
H 4.390 -32.300 -12.954
H 2.071 -41.000 -15.265
H 3.430 -33.475 -13.870
O 3.787 -39.342 -9.496
C 4.448 -33.156 -13.627
H 3.484 -40.183 -15.923
H -0.098 -45.158 -14.836
C 2.458 -36.370 -15.668
H 5.416 -33.616 -15.481
H 3.063 -32.869 -17.369
H -1.844 -34.591 -11.773
H -3.132 -37.010 -9.988
H 2.567 -34.241 -17.819
H 4.157 -40.984 -10.566
H -4.789 -39.750 -15.661
H 2.702 -41.113 -9.572
O 1.611 -36.529 -17.947
H -5.262 -35.703 -9.522
H -2.076 -36.607 -18.110
C 2.420 -40.055 -11.412
H -0.124 -33.044 -11.205
H 3.171 -39.017 -8.836
C -4.599 -40.359 -14.778
H -5.400 -37.244 -16.026
C -0.212 -33.345 -12.254
O -1.743 -34.352 -13.840
H -2.598 -36.019 -16.248
H -2.363 -33.056 -12.369
C -3.386 -36.488 -15.659
C -1.613 -33.830 -12.539
H -3.079 -37.489 -15.348
O 0.355 -37.190 -16.190
H -5.403 -41.093 -14.688
O -3.295 -41.939 -16.028
C -4.122 -37.462 -10.040
H 5.992 -32.119 -14.738
H -3.520 -35.862 -14.775
H 0.521 -34.131 -12.438
H -1.568 -35.299 -13.852
H -5.165 -35.556 -16.442
O -1.983 -44.265 -14.780
O -0.404 -36.881 -13.881
O -4.567 -37.359 -11.398
H 3.724 -42.440 -16.365
O 0.738 -38.838 -14.441
C -0.176 -39.161 -13.551
H -0.200 -43.051 -16.299
C -0.565 -44.217 -14.516
C -5.128 -36.733 -9.186
O -1.523 -35.905 -18.469
O -1.938 -37.803 -12.519
H 3.430 -40.615 -14.223
O 6.490 -35.737 -16.473
H 6.715 -36.647 -16.266
O 2.369 -33.300 -17.882
O 3.532 -35.868 -15.845
H -2.496 -41.380 -10.990
H 1.502 -39.513 -11.158
C 0.003 -43.042 -15.226



15
Properties=species:S:1:pos:R:3 method="wB97M-V/def2-TZVPD" e_above_lowest_kcal_mol=11.4 charge=+1 spin_multiplicity=1 e_homo_ev=-11.303 homo_lumo_gap_ev=7.34 mol_weight_g_mol=240.4
O -1.460 3.416 0.033
Ba -1.114 0.815 -0.022
C -0.721 -2.508 -0.441
C 1.277 -0.400 0.321
O 1.308 -1.794 0.837
O -1.461 -1.377 -0.430
H 1.268 -3.410 -0.309
C 0.714 -2.499 -0.040
H 1.746 -0.170 -0.643
H 1.961 0.102 1.021
H -1.242 5.408 0.206
C -0.780 4.408 0.223
H -1.130 -3.317 0.214
H 0.294 4.328 0.471
H -0.661 -3.003 -1.441